Run one
This record from the Open Molecules 2025 dataset describes a single C5H10ClN molecule. The level of theory is ωB97M-V with the def2-TZVPD basis set.

Summary:
spin multiplicity: 1
LUMO energy: 0.72 eV
highest occupied orbital energy: -9.671 eV
charge: 0

Geometry (Å):
C 0.701 -2.144 -0.919
C -0.016 -1.022 -0.873
C -0.639 -0.396 0.336
N -0.789 -1.055 1.483
Cl -2.565 -0.043 -0.404
C -0.222 0.996 0.625
C 0.272 1.837 -0.543
H 1.122 -2.529 -1.866
H 0.829 -2.655 0.010
H -0.310 -0.289 -1.751
H -1.304 -0.452 2.186
H -1.264 -1.891 1.485
H 0.581 0.891 1.392
H -1.029 1.487 1.246
H -0.475 2.221 -1.225
H 0.955 1.192 -0.928
H 0.628 2.834 -0.112

=====

Run two
This record from the Open Molecules 2025 dataset describes 2 unconnected molecules or ions with the total composition C5H10ClN. The level of theory is ωB97M-V with the def2-TZVPD basis set.

Summary:
spin multiplicity: 1
LUMO energy (alpha / beta): -0.52 / 0.52 eV
highest occupied orbital energy (alpha / beta): -7.959 / -8.550 eV
charge: 0

Geometry (Å):
C 2.644 0.529 0.043
C -0.788 -1.074 -1.025
C -0.624 1.111 0.135
C 0.378 -0.958 1.126
C -0.740 -0.347 0.285
N 2.336 1.523 -0.616
Cl 4.010 -0.475 0.325
H 0.252 -1.339 -1.303
H -1.204 -0.578 -1.896
H -1.242 -2.022 -0.969
H -0.571 1.553 1.079
H 0.321 1.429 -0.392
H -1.569 1.491 -0.292
H 0.565 -0.638 2.079
H 1.170 -1.710 0.773
H -1.745 -0.614 0.828
H 2.877 1.943 -1.320

=====

Stability ranking, top entry: run one; the second entry is 0.1269 hartree less favorable.

=====

Run one
This record from the Open Molecules 2025 dataset describes a gas-phase ion, C3H8NO2 (charge +1). The level of theory is ωB97M-V with the def2-TZVPD basis set.

Summary:
spin multiplicity: 1
LUMO energy: -4.03 eV
highest occupied orbital energy: -14.587 eV
charge: +1

Geometry (Å):
N -1.257 0.850 -1.339
C -0.005 0.274 -0.688
C -0.253 -0.394 0.633
C 1.047 -0.506 1.427
O 1.157 -0.202 2.558
O 1.939 -1.106 0.614
H -1.203 1.835 -1.606
H -1.623 0.339 -2.143
H -1.948 0.805 -0.588
H 0.589 -0.279 -1.410
H 0.565 1.167 -0.460
H -0.965 0.161 1.250
H -0.681 -1.396 0.614
H 2.638 -1.550 1.137

=====

Run two
This record from the Open Molecules 2025 dataset describes 2 unconnected molecules or ions with the total composition C3H8NO2. The level of theory is ωB97M-V with the def2-TZVPD basis set.

Summary:
spin multiplicity: 1
LUMO energy: -5.23 eV
highest occupied orbital energy: -15.733 eV
charge: +1

Geometry (Å):
O -0.131 0.194 1.426
C -1.052 -0.358 2.017
O -1.361 -1.647 1.839
H -1.843 0.239 2.398
H -2.306 -1.832 1.569
C 0.154 1.004 -1.596
C 1.719 -0.273 -0.588
N 0.485 -0.260 -0.988
H -0.522 0.674 -2.374
H 0.981 1.625 -1.894
H -0.401 1.753 -0.872
H 2.422 0.463 -0.951
H 2.041 -1.076 0.130
H -0.186 -0.507 -0.116

=====

Stability ranking, top entry: run one; the second entry is 0.0834 hartree less favorable.

=====

Run one
This record from the Open Molecules 2025 dataset describes 2 unconnected molecules or ions with the total composition CH4BrP. The level of theory is ωB97M-V with the def2-TZVPD basis set.

Summary:
spin multiplicity: 1
LUMO energy (alpha / beta): -1.18 / -0.20 eV
highest occupied orbital energy (alpha / beta): -9.331 / -8.536 eV
charge: 0

Geometry (Å):
C 0.656 -0.090 0.509
P -1.275 1.363 -1.758
Br 0.221 1.330 -3.360
H 1.212 -0.492 -0.288
H 0.133 -0.864 0.961
H 1.257 0.548 1.185
H -2.096 0.189 -1.986

=====

Run two
This record from the Open Molecules 2025 dataset describes 2 unconnected molecules or ions with the total composition CH4BrP. The level of theory is ωB97M-V with the def2-TZVPD basis set.

Summary:
spin multiplicity: 1
LUMO energy (alpha / beta): -0.95 / -3.76 eV
highest occupied orbital energy (alpha / beta): -9.585 / -8.508 eV
charge: 0

Geometry (Å):
C -0.713 -0.280 -0.293
P -0.429 1.538 0.268
Br 2.754 -1.032 0.574
H -0.170 -1.010 0.422
H -0.513 -0.392 -1.392
H -1.759 -0.447 -0.407
H 0.830 1.623 0.828

=====

Stability ranking, top entry: run one; the second entry is 0.0046 hartree less favorable.

=====

Run one
This record from the Open Molecules 2025 dataset describes a molecular structure, C3H10N5. The level of theory is ωB97M-V with the def2-TZVPD basis set.

Summary:
spin multiplicity: 1
LUMO energy (alpha / beta): -4.81 / -5.00 eV
highest occupied orbital energy (alpha / beta): -13.821 / -13.656 eV
charge: +1

Geometry (Å):
C -0.732 0.364 -0.277
C -2.639 2.188 -0.130
C -1.885 -1.855 0.068
N 0.516 0.759 -0.279
N 1.219 -0.346 -0.073
N 0.476 -1.382 0.067
N -0.774 -0.963 -0.050
N 3.718 0.159 0.157
H -3.278 1.625 0.522
H -2.828 2.188 -1.186
H -1.963 2.911 0.280
H -1.950 -2.496 -0.812
H -1.741 -2.485 0.946
H -2.801 -1.277 0.165
H 2.535 -0.167 0.046
H 4.112 -0.206 1.021
H 3.760 1.177 0.167
H 4.255 -0.193 -0.633

=====

Run two
This record from the Open Molecules 2025 dataset describes a gas-phase ion, C3H10N5 (charge +1). The level of theory is ωB97M-V with the def2-TZVPD basis set.

Summary:
spin multiplicity: 1
LUMO energy: -5.15 eV
highest occupied orbital energy: -13.056 eV
charge: +1

Geometry (Å):
C -0.772 -0.238 -2.704
N -0.055 0.975 -2.397
C 1.063 0.904 -1.563
N 0.771 0.668 -0.193
N 0.068 -0.085 0.394
N -0.704 -0.530 1.156
C -0.741 -0.843 2.794
N 0.402 -0.643 3.533
H -0.049 -0.791 -3.198
H -1.154 -0.607 -1.751
H -1.611 0.008 -3.301
H -0.310 2.005 -2.460
H 1.641 1.836 -1.431
H 1.872 0.112 -1.830
H -0.962 -1.821 2.891
H -1.502 -0.140 3.191
H 1.249 -1.080 3.100
H 0.793 0.269 3.769

=====

Stability ranking, top entry: run one; the second entry is 0.0281 hartree less favorable.